This record from the OMol25 dataset describes a molecular structure, C46H59BrN8OOsP2SSiTe. The level of theory is ωB97M-V with the def2-TZVPD basis set.

Computed properties:
Kohn-Sham gap ... 6.516 eV
Total charge ... +2
HOMO level ... -0.47860 hartree
Relative energy (zero: lowest compared OMol25 entry of this formula, charge and spin) ... 0.000 eV

The geometry in XYZ format:
```
121
C46H59BrN8OOsP2SSiTe ωB97M-V with the def2-TZVPD basis set
Os -0.136 1.773 0.715
Te -2.515 3.155 3.584
C -3.148 1.780 5.061
C -4.337 1.090 4.841
C -4.781 0.210 5.820
N -4.131 0.000 6.961
C -3.015 0.689 7.172
C -2.480 1.591 6.258
C -1.936 1.662 2.197
P -2.378 1.813 0.492
C -3.362 3.260 0.172
C -2.742 4.396 -0.348
C -3.498 5.527 -0.616
C -4.863 5.520 -0.363
C -5.482 4.385 0.148
C -4.737 3.249 0.410
C -3.049 0.339 -0.261
C -3.995 -0.452 0.390
C -4.467 -1.596 -0.230
C -4.000 -1.947 -1.491
C -3.059 -1.160 -2.140
C -2.576 -0.015 -1.526
P -0.701 0.448 2.494
C 0.194 0.534 4.040
C 0.246 -0.560 4.900
C 1.014 -0.493 6.053
C 1.734 0.656 6.344
C 1.701 1.742 5.475
C 0.940 1.681 4.322
C -1.295 -1.220 2.236
C -0.770 -2.017 1.226
C -1.272 -3.296 1.030
C -2.284 -3.775 1.849
C -2.805 -2.980 2.864
C -2.320 -1.698 3.057
H -4.915 1.229 3.936
H -5.705 -0.340 5.682
H -2.512 0.514 8.116
H -1.571 2.124 6.497
H -1.681 4.381 -0.568
H -3.029 6.406 -1.036
H -5.453 6.401 -0.576
H -6.548 4.386 0.334
H -5.221 2.360 0.795
H -4.348 -0.184 1.379
H -5.201 -2.215 0.269
H -4.377 -2.840 -1.972
H -2.699 -1.437 -3.121
H -1.836 0.599 -2.030
H -0.302 -1.465 4.676
H 1.050 -1.342 6.723
H 2.335 0.703 7.243
H 2.278 2.630 5.698
H 0.917 2.520 3.639
H 0.027 -1.652 0.591
H -0.867 -3.916 0.240
H -2.669 -4.775 1.701
H -3.592 -3.359 3.502
H -2.734 -1.072 3.840
C 0.694 5.704 2.427
C 0.648 4.619 1.402
N 1.136 4.846 0.200
O 0.103 3.530 1.742
H 1.624 6.267 2.362
H 0.577 5.279 3.420
H -0.136 6.390 2.244
H 1.523 5.749 -0.026
H 1.015 4.152 -0.535
C 4.441 -0.225 -2.892
C 3.610 -0.863 -4.016
C 3.031 0.300 -4.835
C 4.555 -1.671 -4.926
Si 2.216 -1.998 -3.364
Br 1.307 -0.831 -1.577
C 0.733 -2.207 -4.555
C 1.229 -2.682 -5.933
C -0.259 -3.249 -4.016
C -0.059 -0.903 -4.747
C 2.823 -3.617 -2.535
C 1.808 -4.213 -1.545
C 4.109 -3.366 -1.732
C 3.124 -4.675 -3.613
H 5.213 0.403 -3.346
H 4.944 -0.951 -2.257
H 3.825 0.416 -2.259
H 3.853 0.957 -5.137
H 2.326 0.901 -4.256
H 2.536 -0.031 -5.747
H 5.288 -0.990 -5.367
H 4.031 -2.158 -5.750
H 5.110 -2.433 -4.381
H 1.792 -3.615 -5.878
H 1.854 -1.939 -6.429
H 0.366 -2.862 -6.580
H 0.163 -4.253 -3.986
H -1.125 -3.286 -4.684
H -0.619 -2.991 -3.017
H 0.520 -0.111 -5.216
H -0.441 -0.520 -3.800
H -0.914 -1.110 -5.399
H 1.612 -3.536 -0.712
H 2.229 -5.135 -1.132
H 0.857 -4.469 -2.006
H 3.967 -2.578 -0.986
H 4.954 -3.092 -2.361
H 4.381 -4.285 -1.204
H 2.221 -5.003 -4.128
H 3.562 -5.557 -3.137
H 3.833 -4.325 -4.364
S 0.294 3.324 -3.770
C 0.328 2.785 -2.286
N 0.373 2.394 -1.163
N 4.371 -0.885 1.830
N 3.608 0.119 1.277
N 4.131 1.081 0.553
C 3.073 1.834 0.309
N 1.976 1.320 0.877
N 2.346 0.216 1.512
H 5.273 -0.867 1.364
H 3.902 -1.771 1.676
H 3.095 2.717 -0.304
```

Mulliken atomic charge list, values in e, 5 entries: atom 1 (Os): 0.862, atom 2 (Te): 0.418, atom 3 (C): 0.242, atom 4 (C): -0.231, atom 5 (C): -0.462

This record from the OMol25 dataset describes a molecular structure, C46H60BiN9OPSSi. The level of theory is ωB97M-V with the def2-TZVPD basis set.

Computed properties:
Kohn-Sham gap ... 7.483 eV
Total charge ... +1
HOMO level ... -0.36352 hartree

The geometry in XYZ format:
```
120
C46H60BiN9OPSSi ωB97M-V with the def2-TZVPD basis set
Bi -0.886 0.534 -0.560
C 4.223 3.678 -0.490
Si 3.303 4.445 -1.967
C 3.013 6.289 -1.568
C 4.319 4.303 -3.586
C 1.558 3.748 -2.357
C 0.868 4.368 -3.389
C -0.439 4.023 -3.721
C -1.048 3.029 -2.988
N -0.409 2.417 -2.004
C 0.853 2.736 -1.685
S 1.438 1.735 -0.408
H 4.731 4.443 0.085
H 4.974 2.959 -0.794
H 3.532 3.175 0.175
H 3.964 6.813 -1.560
H 2.558 6.420 -0.590
H 2.372 6.778 -2.294
H 5.363 4.553 -3.410
H 3.956 4.992 -4.345
H 4.292 3.306 -4.017
H 1.362 5.142 -3.954
H -0.954 4.515 -4.529
H -2.058 2.687 -3.174
C -1.780 -1.070 -5.059
C -3.116 -1.437 -5.104
C -3.966 -1.038 -4.085
C -3.448 -0.263 -3.044
N -2.170 0.109 -3.036
C -1.360 -0.288 -3.995
C -4.252 0.178 -1.887
C -5.632 -0.025 -1.817
C -6.324 0.375 -0.686
C -5.627 0.987 0.344
C -4.262 1.165 0.186
N -3.598 0.771 -0.885
H -1.093 -1.379 -5.829
H -3.494 -2.032 -5.921
H -5.002 -1.333 -4.119
H -0.332 0.035 -3.903
H -6.172 -0.482 -2.629
H -7.388 0.212 -0.614
H -6.126 1.313 1.241
H -3.670 1.639 0.957
C 0.321 -3.342 5.386
C -0.895 -2.533 5.719
C -1.524 -2.614 6.951
C -2.654 -1.861 7.222
C -3.176 -1.019 6.254
C -2.569 -0.930 5.014
C -1.428 -1.678 4.747
N -0.817 -1.678 3.480
C -0.930 -0.718 2.508
N -0.874 0.548 2.967
C -1.146 1.808 2.411
C -1.385 2.031 1.056
C -1.748 3.315 0.658
C -1.843 4.357 1.559
C -1.536 4.134 2.890
C -1.183 2.872 3.337
C -0.836 2.677 4.788
N -0.999 -1.048 1.258
C -1.088 -2.413 0.894
C 0.075 -3.148 0.681
C 0.007 -4.475 0.300
C -1.223 -5.083 0.123
C -2.379 -4.353 0.338
C -2.336 -3.021 0.728
C -3.612 -2.277 0.985
H 0.707 -3.847 6.266
H 1.100 -2.699 4.977
H 0.078 -4.098 4.637
H -1.131 -3.280 7.706
H -3.138 -1.937 8.184
H -4.069 -0.448 6.451
H -2.998 -0.306 4.242
H -0.589 -2.601 3.130
H -0.730 0.589 3.967
H -1.969 3.500 -0.381
H -2.128 5.342 1.226
H -1.572 4.954 3.593
H -0.871 3.633 5.302
H 0.175 2.283 4.904
H -1.536 2.007 5.289
H 1.033 -2.669 0.791
H 0.920 -5.028 0.141
H -1.284 -6.119 -0.175
H -3.341 -4.826 0.203
H -4.434 -2.749 0.451
H -3.527 -1.241 0.667
H -3.855 -2.282 2.050
C 2.879 -0.879 1.144
N 3.221 -1.875 0.150
C 4.462 -2.567 0.426
P 2.596 -1.704 -1.409
O 1.179 -1.300 -1.382
N 2.827 -3.165 -2.171
C 4.095 -3.554 -2.740
C 1.719 -4.012 -2.535
N 3.629 -0.702 -2.323
C 4.472 0.275 -1.658
C 2.983 -0.216 -3.524
H 2.747 -1.363 2.117
H 1.944 -0.407 0.856
H 3.643 -0.102 1.250
H 4.424 -2.969 1.442
H 5.344 -1.919 0.359
H 4.583 -3.396 -0.263
H 4.829 -2.780 -2.533
H 4.010 -3.675 -3.825
H 4.426 -4.510 -2.318
H 0.799 -3.576 -2.154
H 1.846 -5.015 -2.116
H 1.646 -4.111 -3.625
H 5.252 -0.242 -1.097
H 3.912 0.932 -0.985
H 4.952 0.889 -2.421
H 2.317 -0.996 -3.895
H 3.735 -0.014 -4.290
H 2.397 0.694 -3.346
```

Mulliken atomic charge list, values in e, 5 entries: atom 1 (Bi): 2.765, atom 2 (C): -1.053, atom 3 (Si): 0.421, atom 4 (C): -1.247, atom 5 (C): -1.164

This record from the OMol25 dataset describes a molecular structure, C46H60FeN4P2SeSi2. The level of theory is ωB97M-V with the def2-TZVPD basis set.

Computed properties:
Multiplicity ... 5
Kohn-Sham gap (alpha / beta) ... 5.977 / 6.788 eV
HOMO level (alpha / beta) ... -0.22678 / -0.26049 hartree

The geometry in XYZ format:
```
116
C46H60FeN4P2SeSi2 ωB97M-V with the def2-TZVPD basis set
Fe -0.028 1.052 -1.123
C -0.576 4.848 -1.497
Si -1.688 3.538 -0.740
C -2.451 2.630 -2.220
C -3.044 4.345 0.289
N -0.923 2.356 0.291
P 0.633 2.532 0.801
C 1.639 2.267 -0.563
P 2.416 0.789 -0.961
N 1.497 0.204 -2.180
Si 1.907 -0.583 -3.657
C 2.782 -2.231 -3.379
C 0.271 -0.922 -4.513
C 2.978 0.520 -4.730
C 2.660 -0.477 0.329
C 2.007 -1.703 0.274
C 2.246 -2.663 1.253
C 3.120 -2.390 2.294
C 3.760 -1.158 2.364
C 3.537 -0.207 1.380
C 4.140 1.056 -1.498
C 5.037 -0.005 -1.619
C 6.313 0.214 -2.124
C 6.699 1.495 -2.500
C 5.808 2.554 -2.385
C 4.528 2.334 -1.890
C 0.752 1.545 2.341
C 1.431 2.044 3.453
C 1.459 1.330 4.645
C 0.814 0.107 4.739
C 0.147 -0.407 3.634
C 0.120 0.308 2.444
C 0.888 4.222 1.428
C -0.085 4.802 2.246
C 0.037 6.126 2.640
C 1.129 6.878 2.219
C 2.099 6.305 1.408
C 1.977 4.977 1.010
H -1.011 5.226 -2.428
H -0.424 5.698 -0.824
H 0.402 4.418 -1.727
H -2.764 3.348 -2.986
H -1.728 1.958 -2.693
H -3.320 2.027 -1.939
H -3.933 4.565 -0.317
H -3.344 3.679 1.102
H -2.696 5.288 0.722
H 2.502 -2.665 -2.413
H 2.506 -2.947 -4.162
H 3.870 -2.121 -3.395
H -0.197 -1.830 -4.117
H -0.429 -0.095 -4.353
H 0.406 -1.056 -5.593
H 4.034 0.453 -4.446
H 2.892 0.238 -5.786
H 2.673 1.566 -4.628
H 1.315 -1.885 -0.541
H 1.754 -3.628 1.210
H 3.308 -3.137 3.057
H 4.431 -0.947 3.188
H 4.039 0.753 1.417
H 4.734 -1.002 -1.320
H 7.006 -0.612 -2.229
H 7.701 1.668 -2.877
H 6.111 3.550 -2.686
H 3.810 3.142 -1.806
H 1.924 3.008 3.394
H 1.972 1.739 5.507
H 0.825 -0.442 5.674
H -0.364 -1.361 3.696
H -0.401 -0.084 1.584
H -0.939 4.206 2.548
H -0.722 6.579 3.269
H 1.218 7.914 2.522
H 2.945 6.896 1.076
H 2.709 4.513 0.357
C -4.946 -0.260 3.765
C -3.562 -0.360 3.123
C -3.457 0.376 1.788
C -4.261 -0.272 0.672
N -3.797 -1.624 0.324
C -2.561 -1.923 -0.120
Se -1.530 -0.672 -1.141
N -2.555 -3.224 -0.471
C -1.434 -3.928 -1.097
C -0.640 -4.799 -0.129
C 0.726 -5.170 -0.708
C 0.632 -5.899 -2.051
C -3.787 -3.788 -0.187
C -4.247 -5.097 -0.279
C -5.537 -5.340 0.149
C -6.344 -4.309 0.652
C -5.884 -3.010 0.739
C -4.583 -2.766 0.314
H -4.940 -0.682 4.771
H -5.703 -0.797 3.186
H -5.257 0.786 3.840
H -3.298 -1.415 2.978
H -2.820 0.060 3.803
H -2.421 0.423 1.471
H -3.799 1.408 1.896
H -4.182 0.343 -0.225
H -5.311 -0.354 0.944
H -0.789 -3.163 -1.527
H -1.845 -4.521 -1.915
H -1.197 -5.711 0.108
H -0.510 -4.246 0.807
H 1.248 -5.802 0.014
H 1.320 -4.261 -0.838
H -0.045 -6.757 -1.981
H 1.611 -6.268 -2.359
H 0.266 -5.234 -2.837
H -3.619 -5.890 -0.665
H -5.926 -6.349 0.106
H -7.345 -4.538 0.994
H -6.517 -2.222 1.126
```

Mulliken atomic charge list, values in e, 5 entries: atom 1 (Fe): -0.745, atom 2 (C): -0.999, atom 3 (Si): 0.615, atom 4 (C): -0.920, atom 5 (C): -1.187

This record from the OMol25 dataset describes a molecular structure, C46H61AsIrNO8P4. The level of theory is ωB97M-V with the def2-TZVPD basis set.

Computed properties:
Multiplicity ... 2
Kohn-Sham gap (alpha / beta) ... 7.077 / 5.936 eV
Total charge ... +1
HOMO level (alpha / beta) ... -0.38563 / -0.38573 hartree

The geometry in XYZ format:
```
122
C46H61AsIrNO8P4 ωB97M-V with the def2-TZVPD basis set
Ir 0.334 0.272 0.911
C 2.666 -2.941 -0.080
C 1.234 -2.859 -0.610
C 0.779 -4.276 -0.996
P 0.045 -1.996 0.495
C -0.500 -3.089 1.893
C -1.709 -3.945 1.500
C 0.577 -3.989 2.505
C -1.461 -1.740 -0.521
C -1.948 -2.372 -1.653
C -3.145 -1.937 -2.211
C -3.846 -0.883 -1.646
C -3.373 -0.245 -0.505
C -2.181 -0.681 0.042
N -1.542 -0.161 1.203
C -2.136 -0.368 2.440
C -3.400 -0.958 2.571
C -3.959 -1.121 3.821
C -3.273 -0.712 4.957
C -2.016 -0.150 4.823
C -1.416 0.013 3.572
P 0.282 0.714 3.350
C 0.265 2.287 4.361
C -0.495 3.420 3.685
C -0.181 2.163 5.820
C 1.496 -0.377 4.218
C 2.487 -1.082 3.299
C 0.847 -1.382 5.172
H 3.315 -3.296 -0.883
H 2.729 -3.672 0.728
H 3.064 -2.002 0.289
H 1.199 -2.218 -1.499
H 0.903 -4.964 -0.161
H 1.435 -4.626 -1.796
H -0.246 -4.359 -1.348
H -0.829 -2.374 2.651
H -1.437 -4.704 0.763
H -2.537 -3.361 1.103
H -2.062 -4.462 2.394
H 0.806 -4.829 1.850
H 0.175 -4.410 3.429
H 1.508 -3.490 2.751
H -1.424 -3.183 -2.131
H -3.519 -2.417 -3.106
H -4.767 -0.546 -2.104
H -3.927 0.565 -0.048
H -3.944 -1.281 1.696
H -4.937 -1.576 3.911
H -3.711 -0.838 5.938
H -1.491 0.136 5.719
H 1.324 2.536 4.388
H -1.570 3.246 3.757
H -0.218 3.544 2.639
H -0.268 4.351 4.208
H -1.264 2.114 5.920
H 0.142 3.073 6.330
H 0.275 1.322 6.348
H 2.063 0.352 4.805
H 1.991 -1.627 2.500
H 3.061 -1.796 3.894
H 3.206 -0.417 2.838
H 0.244 -2.117 4.636
H 0.218 -0.925 5.932
H 1.641 -1.918 5.692
O 4.201 1.015 -1.041
P 3.705 0.522 0.378
O 4.568 -0.477 1.011
O 2.227 0.188 0.138
O 3.734 1.931 1.192
P 2.918 2.447 2.440
O 3.637 1.818 3.716
O 2.805 3.901 2.499
O 1.589 1.625 2.327
H 5.164 0.977 -1.132
H 4.270 2.438 4.107
C -2.818 2.738 1.349
C -1.970 2.722 0.098
O -0.547 2.556 0.333
C 0.150 3.613 -0.403
C 1.596 3.351 -0.710
H -3.867 2.647 1.053
H -2.713 3.687 1.874
H -2.597 1.935 2.047
H -2.110 3.687 -0.387
H -2.264 1.959 -0.622
H 0.034 4.531 0.180
H -0.394 3.738 -1.337
H 2.246 3.548 0.134
H 1.894 4.050 -1.498
H 1.761 2.345 -1.093
C 4.495 0.263 -5.113
C 4.164 -0.604 -4.082
C 2.942 -0.476 -3.438
C 2.032 0.496 -3.836
C 2.366 1.361 -4.872
C 3.598 1.250 -5.501
As 0.287 0.484 -2.965
C -0.571 -0.805 -4.137
C -0.224 -2.131 -4.336
C -0.980 -2.914 -5.199
C -2.080 -2.367 -5.849
C -2.404 -1.029 -5.682
C -1.636 -0.231 -4.837
C -1.732 1.236 -4.707
C -2.654 2.044 -5.365
C -2.520 3.423 -5.322
C -1.458 4.005 -4.641
C -0.558 3.208 -3.945
C -0.710 1.829 -3.950
H 5.451 0.173 -5.613
H 4.864 -1.368 -3.767
H 2.717 -1.126 -2.598
H 1.663 2.115 -5.204
H 3.853 1.928 -6.306
H 0.642 -2.558 -3.839
H -0.704 -3.946 -5.378
H -2.667 -2.981 -6.520
H -3.234 -0.606 -6.234
H -3.462 1.601 -5.935
H -3.231 4.048 -5.845
H -1.327 5.079 -4.659
H 0.277 3.666 -3.429
```

Mulliken atomic charge list, values in e, 5 entries: atom 1 (Ir): 1.739, atom 2 (C): -1.823, atom 3 (C): 2.507, atom 4 (C): -1.689, atom 5 (P): 1.133

no.,electronic energy (Eh)
1,-6604.20988
2,-3600.55030
3,-6934.83688
4,-6151.71998